Entry 1:
This record from OMol25 describes an isolated molecule of C9H17NS in a non-equilibrium geometry. The level of theory is wB97M-V/def2-TZVPD.

Results
Net charge: 0
HOMO-LUMO gap (spin up / spin down), eV: 7.51 / 7.05
2S+1: 1
LUMO level (spin up / spin down), eV: 0.23 / 0.00
HOMO level (spin up / spin down), eV: -7.272 / -7.048

Last column: Mulliken charge in e.
Positions of all 28 atoms, in Å:
C -2.71158 3.11486 0.60725  -0.4776
C 0.10855 1.73577 0.21340  -0.5382
C -0.76002 2.73427 -0.65039  -0.1178
C 0.25320 0.26748 -0.25526  0.2042
C -2.31539 -2.67726 -0.54935  -1.2567
C 3.73587 -1.35186 0.68883  -0.9709
C -0.98913 -0.46221 -0.47501  -0.5971
C -0.98284 -2.04630 -0.20892  -0.4917
C 3.08545 -0.16079 0.15563  -0.4079
N -1.79036 3.37310 -0.22873  -0.4345
S 1.65916 -0.36880 -1.07081  -0.1204
H -2.84389 2.19670 1.15220  0.2806
H -3.18772 4.00988 0.92018  0.2945
H 1.11530 2.22752 0.40297  0.2962
H -0.44555 1.73115 1.15441  0.3195
H -0.35899 3.01436 -1.73204  0.2875
H -2.82717 -2.41441 -1.46336  0.3455
H -2.93414 -2.39657 0.34664  0.2697
H -2.27073 -3.76091 -0.62549  0.3586
H 4.36652 -0.82105 1.55983  0.2446
H 3.19378 -2.09289 1.21818  0.3258
H 4.48084 -1.71903 0.01021  0.3129
H -1.72094 -0.02542 0.20814  0.1678
H -1.25183 -0.28661 -1.49965  0.3047
H -0.29199 -2.49859 -0.93927  0.3505
H -0.68689 -2.23267 0.74493  0.4192
H 3.71169 0.44324 -0.59842  0.2879
H 2.65884 0.46702 0.91389  0.3432

***

Entry 2:
This record from OMol25 describes a structure of composition C21H16F3IN3Rh in a non-equilibrium geometry. The level of theory is wB97M-V/def2-TZVPD.

Results
Net charge: +2
HOMO-LUMO gap (spin up / spin down), eV: 5.47 / 5.33
2S+1: 1
LUMO level (spin up / spin down), eV: -9.07 / -9.26
HOMO level (spin up / spin down), eV: -14.542 / -14.587

Last column: Mulliken charge in e.
Positions of all 45 atoms, in Å:
Rh 0.44488 0.03053 -0.66260  0.1703
I -2.16169 -0.80033 -1.25289  0.2685
C -1.65645 -2.71905 -0.51967  0.2903
C -2.65128 -3.67250 -0.37031  -0.5258
C -2.29223 -4.98142 -0.07315  -0.6649
C -0.95291 -5.32471 0.04317  -0.8318
C 0.05314 -4.35102 -0.05814  0.7491
C 1.41981 -4.69137 0.03889  -0.5856
C 2.40980 -3.71910 -0.04087  -1.1182
C 2.06149 -2.38452 -0.18945  -0.2808
C 0.71951 -2.00016 -0.34038  0.0578
C -0.29832 -2.99034 -0.30272  1.2150
H -3.69274 -3.40799 -0.49559  0.4316
H -3.06361 -5.73026 0.04415  0.4217
H -0.66786 -6.35590 0.21260  0.4302
H 1.69020 -5.73198 0.17388  0.4467
H 3.45143 -3.99958 0.04176  0.4197
H 2.85275 -1.64516 -0.19122  0.4675
F 6.53119 3.67396 -1.01422  -0.2232
C 6.36230 2.39972 -1.37631  0.6769
F 7.13275 1.63464 -0.59218  -0.2278
F 6.76370 2.25501 -2.63927  -0.2580
C 4.91051 1.99321 -1.20984  0.3558
C 4.15202 1.58682 -2.29623  -0.5991
C 2.85179 1.17650 -2.06757  -0.2785
N 2.31003 1.16792 -0.84276  -0.0685
C 3.03529 1.59520 0.19830  -0.4333
C 4.34140 2.01911 0.05606  -0.8023
H 4.56394 1.58464 -3.29496  0.5356
H 2.22603 0.85077 -2.88907  0.5429
H 2.55113 1.59937 1.16577  0.5172
H 4.90496 2.35903 0.91412  0.4645
N -0.89276 1.37587 2.23724  -0.3403
C -1.00778 2.25161 1.21472  0.7895
C -1.62960 3.50497 1.37401  -0.8448
C -1.74315 4.34345 0.29594  -0.2324
C -1.23719 3.95379 -0.95019  -0.8229
C -0.62146 2.73334 -1.03197  -0.3103
N -0.49802 1.90198 0.02539  0.1916
H -1.30727 1.56997 3.12985  0.2320
H -0.52063 0.46029 2.06981  0.1023
H -2.01302 3.77696 2.34797  0.4065
H -2.22327 5.30700 0.40119  0.4194
H -1.30382 4.59343 -1.81709  0.4506
H -0.20292 2.38758 -1.97114  0.3951

***

> What is the net charge in the first record?

0

***

> Which of these has the highest net charge?

C21H16F3IN3Rh